Entry 1:
ORCA calculation (ωB97M-V/def2-TZVPD) on a 2-piece molecular cluster, C5H12O overall.

Geometry as ORCA input:
```
! RIJCOSX wB97M-V def2-TZVPD def2/J DEFGRID3
* xyz 0 1
C -1.02102 2.79304 -0.36679
C -1.70649 1.81579 0.54619
O -2.49703 2.09765 1.39752
H -1.22875 2.49700 -1.39116
H 0.05297 2.73749 -0.19257
H -1.36916 3.80770 -0.16899
H -1.46080 0.74981 0.33411
C 1.52984 -0.48001 -0.46823
C 0.41183 -1.51798 -0.43289
C 0.48717 -2.50242 0.75048
H 1.60373 0.02171 0.50118
H 1.35884 0.32993 -1.17343
H 2.48085 -0.92996 -0.75097
H 0.41469 -2.08505 -1.36424
H -0.52035 -0.97204 -0.32713
H -0.52645 -2.83009 0.99737
H 1.00812 -3.42289 0.47615
H 0.98202 -2.10967 1.63341
*
```

For the LUMO energy, the calculation gives 0.975 eV. As for the HOMO-LUMO gap: 10.9 eV. Its SMILES is CC=O.CCC. The calculation puts the HOMO energy at -9.888 eV.



Entry 2:
ORCA calculation (ωB97M-V/def2-TZVPD) on a 2-piece molecular cluster, C5H12O overall.

Geometry as ORCA input:
```
! RIJCOSX wB97M-V def2-TZVPD def2/J DEFGRID3
* xyz 0 1
C -0.12740 0.09013 -1.95460
C 0.80168 -0.38555 -1.14170
C 0.44984 -1.39426 -0.08358
C 0.88848 -0.90403 1.33289
C -0.23663 -0.13242 2.01716
H -1.11429 -0.36713 -1.89399
H -0.11254 0.88335 -2.68527
H 1.83157 -0.05126 -1.11434
H -0.63321 -1.48714 -0.00597
H 0.85058 -2.39400 -0.20581
H 1.71821 -0.19628 1.32050
H 1.19119 -1.76605 1.92981
H -1.11051 -0.65251 2.39151
H 0.14818 0.28645 2.96658
H -0.46389 0.80078 1.49362
O -1.48758 2.69337 -1.77053
H -0.56738 2.70577 -1.49350
H -2.02630 2.27079 -1.10279
*
```

For the LUMO energy, the calculation gives 0.925 eV. As for the HOMO-LUMO gap: 10.6 eV. Its SMILES is C=CCCC.O. The calculation puts the HOMO energy at -9.647 eV.



Entry 3:
ORCA calculation (ωB97M-V/def2-TZVPD) on one molecule with the formula C5H12O.

Geometry as ORCA input:
```
! RIJCOSX wB97M-V def2-TZVPD def2/J DEFGRID3
* xyz 0 1
C 0.49750 2.25450 -1.77768
C -0.12730 1.47687 -0.62796
C 0.47223 0.09244 -0.44571
C -0.01343 -0.54939 0.81463
O 0.32483 -1.91292 0.80880
C -0.57726 -2.64136 1.58912
H 1.58015 2.33766 -1.63289
H 0.07623 3.26191 -1.83709
H 0.32355 1.75167 -2.73683
H -1.21185 1.38103 -0.78314
H 0.00405 2.02501 0.31316
H 0.18674 -0.56160 -1.28265
H 1.56825 0.11699 -0.43734
H 0.42413 -0.06915 1.70881
H -1.10653 -0.42815 0.93334
H -0.27599 -3.69050 1.54591
H -1.59305 -2.53023 1.20723
H -0.55224 -2.31481 2.64028
*
```

For the LUMO energy, the calculation gives 1.152 eV. As for the HOMO-LUMO gap: 10.9 eV. Its SMILES is CCCCOC. The calculation puts the HOMO energy at -9.741 eV.



Entry 4:
ORCA calculation (ωB97M-V/def2-TZVPD) on a 2-piece molecular cluster, C5H12O2 overall.

Geometry as ORCA input:
```
! RIJCOSX wB97M-V def2-TZVPD def2/J DEFGRID3
* xyz 0 1
C -2.16633 -1.66574 0.86641
O -1.41719 -0.97438 0.04770
C -0.34990 -0.29441 0.32700
C 0.29597 0.51783 -0.75121
C 0.44556 1.98564 -0.32961
C 1.66351 -0.07078 -1.13386
O 1.56867 -1.37448 -1.65837
H -1.77126 -1.91880 1.84433
H -2.43566 0.33440 1.79892
H -2.98223 -2.19109 0.39583
H -1.87685 0.84425 1.70739
H 0.08745 -0.42142 1.31715
H -0.35114 0.44818 -1.63427
H 0.93952 2.57509 -1.11093
H 1.04862 2.06956 0.58271
H -0.53100 2.43378 -0.12560
H 2.12774 0.53934 -1.91591
H 2.33133 -0.03656 -0.25473
H 1.05084 -1.89696 -1.03082
*
```

For the LUMO energy (spin up / spin down), the calculation gives 0.594 / 0.581 eV. As for the HOMO-LUMO gap (spin up / spin down): 8.2 / 8.0 eV. The calculation puts the HOMO energy (spin up / spin down) at -7.559 / -7.385 eV.



Entry 5:
ORCA calculation (ωB97M-V/def2-TZVPD) on C5H12O2 as an isolated structure.

Geometry as ORCA input:
```
! RIJCOSX wB97M-V def2-TZVPD def2/J DEFGRID3
* xyz 0 1
C -1.71716 -0.75560 1.11366
O -0.45722 -0.47183 0.88960
C -0.20994 0.31598 -0.31756
C -0.49639 1.77890 -0.01859
C 1.23513 0.07621 -0.71929
C 1.52849 -1.33574 -1.21908
O 1.59562 -2.29653 -0.18907
H -2.48167 0.65604 1.66516
H -2.14458 0.92610 2.30903
H -1.71958 -1.24037 2.11760
H -0.90626 -0.05902 -1.07729
H 0.05377 2.10496 0.87138
H -1.56196 1.95915 0.14203
H -0.17639 2.39284 -0.86613
H 1.88460 0.29981 0.13656
H 1.47593 0.79531 -1.51127
H 0.77891 -1.61279 -1.98100
H 2.50639 -1.34880 -1.71016
H 0.81229 -2.18462 0.36442
*
```

For the LUMO energy, the calculation gives 0.587 eV. As for the HOMO-LUMO gap: 9.4 eV. The calculation puts the HOMO energy at -8.770 eV.



Entry 6:
ORCA calculation (ωB97M-V/def2-TZVPD) on one molecule with the formula C5H12O2.

Geometry as ORCA input:
```
! RIJCOSX wB97M-V def2-TZVPD def2/J DEFGRID3
* xyz 0 1
C -2.55157 0.14246 -0.70677
O -1.25785 -0.36869 -0.58030
C -0.32661 0.64076 -0.26298
C 0.99853 -0.03273 -0.10138
C 2.06925 1.03682 0.28332
C 0.74182 -1.26403 0.86967
O 0.30738 -2.46284 0.25672
H -2.57737 0.91905 -1.48344
H -3.20209 -0.68449 -0.99361
H -2.89770 0.57778 0.24244
H -0.32337 1.42276 -1.03368
H -0.59188 1.10880 0.70461
H 1.33026 -0.48942 -1.04422
H 3.09740 0.65280 0.32901
H 1.86215 1.52875 1.24229
H 2.09327 1.84490 -0.47033
H 1.77103 -1.30890 1.15689
H 0.02785 -1.02392 1.68475
H -0.57050 -2.23984 -0.09300
*
```

For the LUMO energy, the calculation gives 0.961 eV. As for the HOMO-LUMO gap: 10.7 eV. Its SMILES is COC[C@@H](C)CO. The calculation puts the HOMO energy at -9.781 eV.



Entry 7:
ORCA calculation (ωB97M-V/def2-TZVPD) on a 3-piece molecular cluster, C5H12O2 overall.

Geometry as ORCA input:
```
! RIJCOSX wB97M-V def2-TZVPD def2/J DEFGRID3
* xyz 0 1
C -0.56570 0.29548 -1.58953
C 0.33298 -0.38700 -0.88404
C 1.67647 0.13975 -0.45659
C 2.30340 -0.56017 0.74915
H -1.43321 -0.19202 -2.02785
H -0.46381 1.36076 -1.78672
H 0.15306 -1.44278 -0.67168
H 2.33610 -0.00481 -1.32344
H 1.62627 1.22628 -0.30200
H 3.36217 -0.29465 0.83942
H 1.78925 -0.30583 1.67841
H 2.24580 -1.64900 0.63339
C -2.89075 -0.08687 -0.04025
O -2.89818 0.86000 0.71285
H -2.30593 -1.00044 0.16068
H -3.48383 -0.07778 -0.97156
O -0.44735 0.37147 1.92399
H 0.03200 1.16735 1.66485
H -1.36873 0.58027 1.69092
*
```

For the LUMO energy, the calculation gives 0.614 eV. As for the HOMO-LUMO gap: 10.2 eV. Its SMILES is C=CCC.C=O.O. The calculation puts the HOMO energy at -9.553 eV.



Entry 8:
ORCA calculation (ωB97M-V/def2-TZVPD) on one molecule with the formula C5H12O2.

Geometry as ORCA input:
```
! RIJCOSX wB97M-V def2-TZVPD def2/J DEFGRID3
* xyz 0 1
O -0.59009 0.08884 2.76514
C 0.12267 1.20190 2.22088
C 0.86351 0.81368 0.91445
C -0.05553 0.06787 -0.05301
C 0.64933 -0.26866 -1.38450
C -0.27643 -1.10701 -2.26040
O -0.86651 -2.20435 -1.56150
H -1.47390 0.40034 2.87183
H 0.86246 1.53791 2.95135
H -0.53152 2.02603 1.92429
H 1.13669 1.73208 0.39056
H 1.68961 0.16356 1.19930
H -0.44701 -0.81488 0.44682
H -0.94892 0.65932 -0.32134
H 1.49412 -0.89027 -1.07647
H 0.99515 0.65435 -1.84118
H -1.06588 -0.53258 -2.73643
H 0.22113 -1.56513 -3.12254
H -1.77887 -1.96298 -1.32726
*
```

For the LUMO energy, the calculation gives 0.843 eV. As for the HOMO-LUMO gap: 11.0 eV. Its SMILES is OCCCCCO. The calculation puts the HOMO energy at -10.132 eV.



Entry 9:
ORCA calculation (ωB97M-V/def2-TZVPD) on a 3-piece molecular cluster, C5H12O2 overall.

Geometry as ORCA input:
```
! RIJCOSX wB97M-V def2-TZVPD def2/J DEFGRID3
* xyz 0 1
C -1.10890 0.18205 -1.80017
C -1.33676 -0.46717 -0.65744
C -1.57909 -1.95690 -0.63812
C -2.40518 -2.53165 0.47408
C -2.53037 -2.16378 1.74579
H -0.96588 1.24125 -1.72413
H -0.96259 -0.34878 -2.73124
H -1.51440 0.10639 0.25278
H -0.61656 -2.45906 -0.52062
H -1.99210 -2.25236 -1.58668
H -2.83464 -3.49664 0.22080
H -3.09922 -2.80648 2.40964
H -2.11711 -1.26055 2.16528
O 2.09429 1.46173 0.63672
H 2.89412 1.00603 0.34444
H 1.37706 0.85671 0.37442
O 4.80405 3.79043 0.05588
H 4.16300 4.48548 -0.14422
H 4.43867 3.28234 0.79347
*
```

For the LUMO energy, the calculation gives 0.725 eV. As for the HOMO-LUMO gap: 10.4 eV. Its SMILES is C=CCC=C.O.O. The calculation puts the HOMO energy at -9.647 eV.



Entry 10:
ORCA calculation (ωB97M-V/def2-TZVPD) on one molecule with the formula C5H12O2.

Geometry as ORCA input:
```
! RIJCOSX wB97M-V def2-TZVPD def2/J DEFGRID3
* xyz 0 1
C -1.70798 -0.35623 1.51736
O -0.42737 -0.49372 0.94623
C -0.17949 0.36213 -0.16956
C -0.46366 1.83332 0.14558
C 1.27116 0.10764 -0.58139
C 1.47729 -1.21284 -1.31915
O 1.25704 -2.34996 -0.51712
H -2.50608 -0.53135 0.78003
H -1.84822 0.64055 1.95502
H -1.78590 -1.09828 2.31477
H -0.84463 0.05064 -0.99634
H -0.11504 2.09333 1.15086
H -1.53117 2.06630 0.07988
H 0.05530 2.47849 -0.56903
H 1.89440 0.12601 0.32141
H 1.60334 0.92457 -1.23307
H 0.82741 -1.22420 -2.21333
H 2.51120 -1.27240 -1.67907
H 0.51240 -2.14401 0.06691
*
```

For the LUMO energy, the calculation gives 0.972 eV. As for the HOMO-LUMO gap: 10.9 eV. Its SMILES is CO[C@@H](C)CCO. The calculation puts the HOMO energy at -9.948 eV.



Entry 11:
ORCA calculation (ωB97M-V/def2-TZVPD) on C5H12O2 as an isolated structure.

Geometry as ORCA input:
```
! RIJCOSX wB97M-V def2-TZVPD def2/J DEFGRID3
* xyz 0 1
C 2.29417 0.73583 1.17597
O 0.55063 0.62717 0.72937
C 0.21689 -0.47939 -0.15282
C 0.52301 -1.81765 0.50216
C -1.24788 -0.33435 -0.55192
C -1.60044 1.02465 -1.15947
O -1.69104 2.05373 -0.20274
H 2.72567 0.23566 0.29291
H 0.88445 0.30619 1.64691
H 2.39834 1.81563 0.99849
H 0.85350 -0.33230 -1.03600
H -0.10670 -1.95946 1.38857
H 1.57142 -1.88535 0.80549
H 0.30769 -2.63277 -0.19641
H -1.88605 -0.50355 0.32493
H -1.47163 -1.12789 -1.27756
H -0.87272 1.27050 -1.95306
H -2.58472 0.96501 -1.63490
H -0.86460 2.03834 0.30010
*
```

For the LUMO energy, the calculation gives 0.892 eV. As for the HOMO-LUMO gap: 9.5 eV. The calculation puts the HOMO energy at -8.649 eV.



Entry 12:
ORCA calculation (ωB97M-V/def2-TZVPD) on C5H12O2 as an isolated structure.

Geometry as ORCA input:
```
! RIJCOSX wB97M-V def2-TZVPD def2/J DEFGRID3
* xyz 0 1
C -2.58803 -0.22900 -0.39008
C -1.31585 -0.00731 0.42530
C -0.07132 -0.03877 -0.45253
O -0.08174 0.96814 -1.45413
C 1.23833 0.15486 0.29440
C 2.46703 -0.28595 -0.27497
O 1.17200 1.05046 1.26330
H -2.69728 0.53055 -1.17133
H -2.57630 -1.21030 -0.87982
H -3.47154 -0.18738 0.25494
H -1.35957 0.95911 0.94855
H -1.19678 -0.77772 1.19362
H -0.00229 -0.99265 -0.98473
H -0.31451 1.80346 -1.02546
H 0.98961 -1.40049 1.33494
H 3.39283 0.07063 0.17128
H 1.88056 -1.20941 0.54993
H 2.46432 -0.49356 -1.33920
H 2.07053 1.29534 1.53598
*
```

For the LUMO energy, the calculation gives 0.567 eV. As for the HOMO-LUMO gap: 7.8 eV. The calculation puts the HOMO energy at -7.219 eV.



Entry 13:
ORCA calculation (ωB97M-V/def2-TZVPD) on one molecule with the formula C5H12O2.

Geometry as ORCA input:
```
! RIJCOSX wB97M-V def2-TZVPD def2/J DEFGRID3
* xyz 0 1
C 2.59398 -0.56486 0.56432
C 1.61057 0.03892 -0.43567
C 0.17854 -0.20035 0.02973
O 0.05472 0.35223 1.33009
C -0.89034 0.34263 -0.92054
C -2.29545 0.05663 -0.40640
O -2.55361 0.90894 0.71491
H 3.63465 -0.36160 0.29443
H 2.40330 -0.15340 1.55940
H 2.46329 -1.65266 0.62314
H 1.75645 -0.39385 -1.43474
H 1.77048 1.12228 -0.51833
H 0.02619 -1.29521 0.09427
H -0.77913 0.84323 1.36042
H -0.76975 -0.11272 -1.91175
H -0.77626 1.42840 -1.04390
H -2.36792 -1.00032 -0.11157
H -3.05075 0.24114 -1.18126
H -3.00894 0.40055 1.39345
*
```

For the LUMO energy, the calculation gives 0.825 eV. As for the HOMO-LUMO gap: 10.7 eV. Its SMILES is CC[C@@H](O)CCO. The calculation puts the HOMO energy at -9.839 eV.



Table of largest force on an atom (Eh/bohr), in record order: 0.0155; 0.0425; 0.0141; 0.0106; 0.0117; 0.0372; 0.0112; 0.0353; 0.0243; 0.0084; 0.0085; 0.0047; 0.0070
Table of ΔE to the lowest compared entry with this formula, charge and spin (kJ/mol), in record order: 77.6; 128.7; 71.9; 482.0; 465.8; 159.0; 211.6; 124.3; 213.8; 108.9; 471.3; 527.9; 68.8